Here is C4H8N2 in the gas phase in a non-equilibrium geometry from the Open Molecules 2025 dataset. Energies are from wB97M-V/def2-TZVPD.

Calculated values
- Energy relative to the best compared isomer or geometry (same formula, charge and spin): 16.0 kcal per mole
- Calculated total energy: -266.69645 Eh
- E_LUMO: 1.0 eV
- Structure (SMILES): [H]/N=C(\N)CC=C

Structure (XYZ):
```
14
C4H8N2 (wB97M-V/def2-TZVPD)
H -3.081 -0.099 0.342
N -2.319 -0.806 0.163
C -1.263 -0.140 -0.073
N -1.129 1.253 -0.182
C 0.021 -0.918 -0.368
C 1.144 -0.359 0.473
C 2.288 0.070 -0.090
H -1.939 1.776 0.169
H -0.231 1.603 0.167
H 0.218 -0.803 -1.439
H -0.216 -1.916 -0.109
H 1.034 -0.270 1.589
H 3.105 0.456 0.496
H 2.369 0.154 -1.139
```